Record 1
Below is a single C4H7NO molecule, with properties calculated with ωB97M-V with the def2-TZVPD basis set.

## Properties
- orbital gap (eV) = 10.46
- relative energy (zero: lowest compared OMol25 entry of this formula, charge and spin) (kJ/mol) = 194.4
- LUMO (Ha) = 0.033
- SMILES = C=C(C)NC=O

Structure (XYZ):
```
13
Properties=species:S:1:pos:R:3:forces:R:3:mulliken_charge:R:1
C 1.4451 -0.3918 0.1855 0.5 -0.6 0.0 -1.12
N -1.1495 -0.1263 0.5738 2.2 0.4 -1.9 -0.20
C 0.2033 0.3849 -0.1027 -2.1 1.2 2.9 0.65
C -1.5129 -1.2328 -0.0837 1.7 -1.0 -1.4 0.05
C 0.2099 1.6511 -0.5193 -0.2 -0.1 0.8 -0.94
O -0.6762 -1.7331 -0.8568 -2.1 -0.1 0.7 -0.57
H -1.8338 0.4120 1.0904 0.5 0.4 -0.3 0.24
H -2.5210 -1.6358 0.0740 0.1 -0.1 0.2 0.37
H 1.9604 -0.6125 -0.7546 -0.1 0.0 0.1 0.27
H 2.1426 0.1643 0.8186 -0.2 0.2 -0.1 0.36
H 1.2954 -1.3550 0.6768 -0.3 0.2 -0.1 0.31
H -0.6891 2.2433 -0.6314 -0.1 -0.2 0.0 0.32
H 1.1256 2.2317 -0.4707 0.2 -0.4 -0.8 0.27
```
Forces are in eV/Å.


Record 2
Below is a 2-piece molecular cluster, C11H10BrNO2 overall, with properties calculated with ωB97M-V with the def2-TZVPD basis set.

## Properties
- orbital gap (alpha / beta) (eV) = 5.73 / 8.08
- relative energy (zero: lowest compared OMol25 entry of this formula, charge and spin) (kJ/mol) = 0.0
- 2S+1 = 3
- <S²> = 2.05
- LUMO (alpha / beta) (Ha) = 0.025 / -0.008

Structure (XYZ):
```
25
Properties=species:S:1:pos:R:3:forces:R:3:mulliken_charge:R:1
C 2.4059 -2.7015 0.3077 0.6 -1.6 0.0 -0.22
C 1.0175 -2.6894 0.3041 -0.5 0.5 1.5 -0.89
C 3.2280 -1.5737 0.2977 -3.0 1.0 0.1 -0.71
C 0.3426 -1.3837 0.3607 0.5 -1.6 -1.7 0.87
C 1.1607 -0.2271 0.2344 2.3 0.0 1.2 0.43
C 2.5748 -0.3358 0.3453 -0.6 -0.4 -1.0 0.02
C -1.0378 -1.1841 0.2101 0.1 0.7 0.8 -1.18
C -1.6025 0.1063 0.2018 1.8 1.7 1.9 -0.03
C -1.5685 0.5528 -2.1304 0.1 -0.7 1.7 -0.03
C -0.7528 1.2245 0.2681 -0.6 -2.9 1.0 -0.01
C -2.4201 2.8352 0.5532 2.4 -1.7 1.1 -0.83
N 0.6119 1.0297 0.2013 -1.5 0.3 -0.5 0.14
O -1.1810 -0.4782 -2.4755 0.8 -1.8 -1.6 -0.32
O -1.0503 2.5000 0.2457 0.1 1.2 -0.8 -0.52
Br 3.6928 1.2185 0.1364 -0.5 -0.2 0.2 -0.23
H 2.8947 -3.6983 0.3338 -0.3 0.8 -0.1 0.29
H 0.4838 -3.6888 0.5187 0.6 2.0 -0.7 0.24
H 4.2519 -1.5246 0.1725 1.9 -0.6 0.0 0.45
H -1.7968 -1.9168 0.2361 -0.1 -1.4 0.0 0.44
H -2.6312 0.1166 0.4844 -0.7 0.6 -0.4 0.48
H -1.9164 1.3488 -2.6758 -1.1 2.5 -2.3 0.39
H -2.4947 2.2385 1.4853 -1.3 0.7 -0.3 0.36
H -3.0132 2.4872 -0.2657 -0.9 0.1 -0.2 0.26
H -2.3026 3.8776 0.7095 -0.9 0.9 0.1 0.33
H 1.1032 1.8662 -0.0593 0.7 -0.2 0.1 0.29
```
Forces are in eV/Å.


Record 3
Below is a single C2H3N3OS molecule, with properties calculated with ωB97M-V with the def2-TZVPD basis set.

## Properties
- orbital gap (eV) = 9.27
- relative energy (zero: lowest compared OMol25 entry of this formula, charge and spin) (kJ/mol) = 527.8
- LUMO (Ha) = -0.004
- SMILES = [H]/N=c1\cnon1S

Structure (XYZ):
```
10
Properties=species:S:1:pos:R:3:forces:R:3:mulliken_charge:R:1
C 1.7283 -0.2047 -0.3862 2.0 -4.9 2.4 -0.12
C 0.7353 0.7863 0.0582 1.0 -3.5 -0.9 0.50
H -2.7201 0.7675 0.8559 1.9 -1.6 -2.4 0.19
H 2.9443 -0.2566 -0.3660 -3.2 1.0 -0.7 0.30
H 1.9770 2.1570 -0.3792 -3.8 -0.2 2.2 0.27
N -0.3645 0.0205 0.4926 -1.2 -1.3 -0.3 0.03
N 1.3325 -1.4401 -0.0715 -0.7 2.1 -1.0 -0.22
N 0.9371 1.9890 0.1703 3.3 3.9 -1.8 -0.63
O -0.0269 -1.4433 0.2976 2.5 2.1 0.1 -0.15
S -1.8814 0.0877 -0.2915 -1.9 2.3 2.4 -0.15
```
Forces are in eV/Å.


Record 4
Below is C25H40AsBrF6N8O4SSi2Ta as an isolated structure, with properties calculated with ωB97M-V with the def2-TZVPD basis set.

## Properties
- orbital gap (alpha / beta) (eV) = 7.09 / 6.40
- relative energy (zero: lowest compared OMol25 entry of this formula, charge and spin) (kJ/mol) = 82.5
- 2S+1 = 2
- <S²> = 0.77
- LUMO (alpha / beta) (Ha) = -0.026 / -0.073

Structure (XYZ):
```
89
Properties=species:S:1:pos:R:3:forces:R:3:mulliken_charge:R:1
Ta 0.1926 0.2887 -0.3538 0.0 0.0 0.1 1.45
C 4.5840 0.0159 0.9003 0.0 0.0 0.0 -1.32
Si 2.9360 -0.1862 1.7622 0.0 0.0 0.0 1.16
C 3.0199 -1.3909 3.2056 0.0 0.0 0.0 -1.41
C 2.4226 1.4642 2.4622 0.0 0.0 0.0 -0.66
N 1.7389 -0.8467 0.5733 0.0 0.0 0.0 0.39
C 1.7838 -2.1575 0.2648 0.0 0.0 -0.1 1.57
C 2.8598 -3.0259 0.5899 0.0 0.0 0.0 -0.95
C 2.8106 -4.3584 0.3033 0.0 0.0 0.0 -1.06
C 1.6783 -4.9144 -0.3336 0.0 0.0 0.0 -1.35
C 0.6435 -4.1149 -0.7136 0.0 0.0 0.0 -0.62
C 0.6610 -2.7051 -0.4717 0.0 0.0 0.0 0.02
N -0.3009 -1.8509 -0.8464 0.0 0.0 0.0 0.88
Si -1.5575 -2.4871 -1.9853 0.0 0.0 0.0 0.52
C -2.7846 -1.2208 -2.6119 0.1 0.1 0.1 -1.32
C -2.5337 -3.8540 -1.1457 0.0 0.0 0.0 -1.32
C -0.6883 -3.1180 -3.5225 0.0 0.0 0.0 -1.43
H 5.2832 0.5234 1.5704 0.0 0.0 0.0 0.40
H 4.4524 0.6395 0.0140 0.0 0.0 0.0 0.12
H 5.0449 -0.9207 0.5858 0.0 0.0 0.0 0.38
H 4.0329 -1.7752 3.3493 0.0 0.0 0.0 0.45
H 2.3579 -2.2500 3.0896 0.0 0.0 0.0 0.37
H 2.7265 -0.8805 4.1243 0.0 0.0 0.0 0.54
H 2.8382 1.5322 3.4710 0.0 0.0 0.0 0.59
H 1.3456 1.5996 2.5515 0.0 0.0 0.0 -0.22
H 2.8153 2.2897 1.8704 0.0 0.0 0.0 0.17
H 3.7331 -2.6275 1.0829 0.0 0.0 0.0 0.29
H 3.6432 -4.9958 0.5700 0.0 0.0 0.0 0.41
H 1.6407 -5.9771 -0.5328 0.0 0.0 0.0 0.46
H -0.2044 -4.5586 -1.2101 0.0 0.0 0.0 0.27
H -3.4730 -0.9845 -1.8019 0.0 0.1 0.0 0.20
H -3.3292 -1.6854 -3.4374 0.0 0.0 0.0 0.66
H -2.2575 -0.3355 -2.9725 0.0 0.0 0.0 0.17
H -2.3470 -3.8994 -0.0718 0.0 0.0 0.0 0.19
H -2.3167 -4.8346 -1.5744 0.0 0.0 0.0 0.51
H -3.5997 -3.6545 -1.2632 0.0 0.0 0.0 0.47
H -0.3957 -2.2793 -4.1571 0.0 0.0 0.0 0.33
H -1.3884 -3.7340 -4.0939 0.0 0.0 0.0 0.43
H 0.2017 -3.7149 -3.3266 0.0 0.0 0.0 0.44
C 1.0535 -0.1661 -2.3722 0.0 0.0 0.0 -1.90
H 2.0182 0.3402 -2.4450 0.0 0.0 -0.1 0.45
H 0.4067 0.2486 -3.1503 -0.1 0.0 0.0 0.29
H 1.2215 -1.2164 -2.5938 0.0 0.0 0.0 0.61
N -0.6113 -2.5098 2.3189 0.0 0.0 0.0 -0.02
C -0.6428 -1.1714 2.4665 0.0 0.0 0.0 -0.38
O -0.8465 -0.4350 1.4366 0.0 0.0 0.0 1.68
C -0.4999 -0.6210 3.7532 -0.1 0.0 0.0 0.90
C -0.2734 -1.4875 4.8508 0.1 0.1 0.0 -0.90
N -0.0469 -2.2505 5.6865 -0.1 0.0 0.0 -0.66
C -0.6803 0.7623 3.9672 0.1 0.0 0.0 0.10
N -0.8279 1.8943 4.1394 0.0 0.0 0.0 -0.73
H -0.6845 -2.8946 1.3942 0.0 0.0 0.0 -0.09
H -0.4346 -3.1139 3.1041 0.0 0.0 0.0 0.24
C -1.1116 4.2957 1.7547 0.0 0.0 0.0 -1.02
S -1.5073 2.9666 0.6347 0.0 0.0 0.0 0.42
C -2.8982 2.2794 1.5120 0.0 0.0 0.0 -0.53
O -0.3274 2.0176 0.8811 0.0 0.0 0.0 -0.42
H -1.9501 4.9915 1.7670 0.0 0.0 0.0 0.45
H -0.2247 4.7904 1.3633 0.0 0.0 0.0 0.33
H -0.9237 3.8719 2.7412 0.0 0.0 0.0 0.28
H -3.7057 3.0095 1.4463 0.0 0.0 0.0 0.60
H -2.6183 2.0792 2.5441 0.0 0.0 0.0 0.24
H -3.1838 1.3721 0.9864 0.0 0.0 0.0 -0.18
Br 1.6639 7.0523 -3.8375 0.0 0.0 0.0 -0.17
C 2.3415 5.7402 -2.6647 0.0 0.0 0.0 -0.08
C 3.5905 5.9166 -2.0801 0.0 0.0 0.0 -0.20
N 4.1285 5.0343 -1.2459 0.0 0.0 0.0 -0.63
C 3.4308 3.9387 -0.9656 0.0 0.0 0.0 -0.20
C 2.1757 3.6850 -1.5042 0.0 0.0 0.0 0.09
C 1.6117 4.6057 -2.3784 0.0 0.0 0.0 -0.69
C 1.4316 2.4590 -1.1525 0.0 0.0 0.0 0.91
O 0.2865 2.2279 -1.6037 0.0 0.0 0.0 -0.92
O 1.9360 1.5933 -0.3671 0.0 0.0 0.0 -1.13
H 4.1718 6.8047 -2.2983 0.0 0.0 0.0 0.40
H 3.8816 3.2268 -0.2844 0.0 0.0 0.0 0.63
H 0.6368 4.4229 -2.8101 0.0 0.0 0.0 0.60
F -1.6249 0.5178 -0.8738 -0.2 -0.1 -0.1 0.09
As -4.3800 1.3196 -3.1630 0.0 0.1 0.0 1.76
F -3.9549 0.7788 -4.7150 0.0 0.0 0.0 -0.41
F -2.8821 2.1174 -3.0843 0.0 -0.1 0.0 -0.34
F -5.3625 2.6294 -3.5154 0.0 0.0 0.0 -0.35
F -4.4150 1.3283 -1.4592 0.0 0.0 0.0 -0.35
F -5.5563 0.0932 -3.1162 0.0 0.0 0.0 -0.42
N -3.9898 -1.5633 2.1112 0.0 0.0 0.0 -0.85
N -3.6831 -1.2342 0.7505 0.0 0.0 0.1 0.16
H -3.5450 -0.9176 2.7565 0.0 0.0 0.0 0.35
H -3.6116 -2.4824 2.2986 0.0 0.0 0.0 0.29
H -2.8160 -0.7089 0.6972 0.0 -0.1 -0.1 -0.80
H -4.4365 -0.6530 0.4039 0.0 0.0 0.0 0.34
```
Forces are in eV/Å.